{"formula": "C23H12F2N5PtS", "method": "ωB97M-V with the def2-TZVPD basis set", "symbols": ["Pt", "F", "C", "C", "C", "C", "C", "F", "C", "C", "C", "C", "C", "C", "N", "H", "H", "H", "H", "H", "H", "S", "N", "C", "C", "C", "C", "C", "N", "C", "C", "N", "C", "C", "C", "C", "C", "N", "H", "H", "H", "H", "H", "H"], "coordinates": [[-0.0373, -0.2106, -1.1032], [4.5797, -2.6566, -0.6692], [3.2670, -2.7714, -0.8893], [2.4943, -1.6213, -0.8925], [1.1362, -1.7636, -1.1205], [0.5595, -3.0203, -1.3469], [1.3923, -4.1319, -1.3204], [0.8728, -5.3486, -1.5405], [2.7482, -4.0376, -1.0913], [-0.8692, -2.9708, -1.6265], [-1.7389, -4.0384, -1.8081], [-3.0787, -3.7883, -2.0409], [-3.5353, -2.4802, -2.0944], [-2.6246, -1.4604, -1.9197], [-1.3279, -1.6954, -1.6942], [2.9612, -0.6604, -0.7185], [3.3778, -4.9149, -1.0820], [-1.3603, -5.0469, -1.7638], [-3.7650, -4.6126, -2.1808], [-4.5734, -2.2466, -2.2781], [-2.9152, -0.4204, -1.9735], [0.1110, 5.6791, 3.9103], [0.3237, 4.1057, 4.1856], [0.2158, 3.4988, 3.0145], [0.3536, 2.0746, 2.7814], [0.6413, 1.1560, 3.7943], [0.7614, -0.1762, 3.4729], [0.6039, -0.5626, 2.1426], [0.3393, 0.3016, 1.1782], [0.2035, 1.6022, 1.4774], [-0.1011, 2.5230, 0.3658], [-0.2472, 2.0009, -0.8697], [-0.4134, 2.8233, -1.9033], [-0.4840, 4.2050, -1.7649], [-0.3883, 4.7476, -0.5043], [-0.1858, 3.8980, 0.5849], [-0.0388, 4.3860, 1.9432], [-0.1181, 5.6535, 2.3155], [0.7651, 1.5080, 4.8098], [0.9858, -0.9186, 4.2249], [0.7000, -1.5995, 1.8443], [-0.5128, 2.3533, -2.8720], [-0.6273, 4.8228, -2.6392], [-0.4508, 5.8149, -0.3379]], "forces_ev_per_angstrom": [[0.1, -0.4, 1.0], [0.0, 0.0, 0.0], [0.0, 0.0, 0.0], [-0.1, -0.1, 0.0], [-0.1, -0.1, 0.2], [0.0, 0.1, -0.1], [0.0, 0.0, -0.1], [0.0, 0.0, 0.0], [0.0, 0.0, 0.0], [0.0, 0.0, 0.0], [0.0, 0.0, 0.0], [0.0, 0.0, 0.0], [0.0, 0.0, 0.0], [0.0, 0.0, -0.1], [0.0, 0.1, -0.4], [0.0, 0.0, 0.0], [0.0, 0.0, 0.0], [0.0, 0.0, 0.0], [0.0, 0.0, 0.0], [0.0, 0.0, 0.0], [0.0, 0.0, 0.0], [0.0, 0.0, 0.0], [0.0, 0.0, 0.0], [0.0, 0.0, 0.0], [0.0, 0.0, 0.1], [0.0, 0.0, 0.0], [0.0, 0.0, 0.0], [0.0, -0.1, 0.0], [0.5, 0.4, -0.4], [-0.2, 0.1, -0.1], [0.2, -0.1, 0.1], [-0.3, 0.0, -0.1], [-0.1, 0.0, 0.0], [0.0, 0.0, 0.0], [0.0, 0.0, 0.0], [0.0, 0.1, 0.0], [0.0, 0.0, 0.0], [0.0, 0.0, 0.0], [0.0, 0.0, 0.0], [0.0, 0.0, 0.0], [0.0, 0.0, 0.0], [0.0, 0.0, 0.0], [0.0, 0.0, 0.0], [0.0, 0.0, 0.0]], "de_lowest_kcal_mol": 0.0, "orbital_gap_ev": 7.53, "charge": 1, "homo_ha": -0.4173, "spin_multiplicity": 1, "lumo_ev": -3.827}

---

{"formula": "C23H14Cl4N2O4S6W", "method": "ωB97M-V with the def2-TZVPD basis set", "symbols": ["W", "O", "N", "C", "C", "C", "C", "C", "S", "H", "H", "H", "H", "O", "C", "S", "C", "C", "S", "S", "S", "Cl", "C", "C", "Cl", "C", "Cl", "C", "O", "C", "O", "C", "Cl", "C", "C", "C", "N", "H", "H", "H", "H", "H", "S", "C", "C", "C", "C", "C", "C", "H", "H", "H", "H", "H"], "coordinates": [[-0.4485, -0.0830, 0.8013], [-0.3283, 1.8112, 1.8822], [0.4400, 1.8915, 2.9582], [1.2297, 2.9662, 3.1035], [1.9463, 3.1605, 4.2550], [1.8445, 2.2003, 5.2695], [1.0624, 1.0892, 5.0843], [0.3500, 0.8908, 3.8851], [-0.5866, -0.4453, 3.4558], [1.2309, 3.6241, 2.2478], [2.5804, 4.0296, 4.3493], [2.3989, 2.3222, 6.1921], [0.9903, 0.3156, 5.8353], [-3.1307, -6.7150, 1.1150], [-2.6786, -5.5899, 1.0750], [-0.9570, -5.2152, 1.1283], [-1.1060, -3.4624, 1.1435], [-2.3510, -2.9624, 1.1290], [-2.7141, -1.2653, 1.1211], [-3.6675, -4.1287, 1.0981], [0.3365, -2.4884, 1.1567], [-0.7144, 5.2779, -3.6565], [-1.1649, 4.0586, -2.5039], [-2.4646, 3.9819, -2.0353], [-3.6627, 5.1088, -2.5949], [-2.8211, 2.9924, -1.1055], [-4.4431, 2.8645, -0.5081], [-1.8786, 2.0798, -0.6413], [-2.0992, 1.1477, 0.2284], [-0.5418, 2.1619, -1.1239], [0.2802, 1.2724, -0.6426], [-0.2055, 3.1389, -2.0481], [1.4327, 3.1932, -2.6192], [-3.1470, -0.9025, -3.2420], [-1.9070, -1.8023, -3.1809], [-1.0670, -1.3929, -2.0596], [-0.7128, -1.0038, -1.0404], [-3.8219, -1.2405, -4.0299], [-2.8614, 0.1305, -3.4414], [-3.6672, -0.9254, -2.2847], [-1.3392, -1.7707, -4.1121], [-2.1914, -2.8419, -3.0030], [2.0190, -0.0364, 1.2624], [2.8666, -0.8389, -0.0673], [3.8004, -1.8367, 0.2164], [4.5048, -2.4667, -0.8009], [4.2836, -2.1183, -2.1261], [3.3503, -1.1290, -2.4177], [2.6518, -0.4915, -1.4039], [3.9485, -2.1266, 1.2492], [5.2173, -3.2470, -0.5552], [4.8253, -2.6159, -2.9228], [3.1654, -0.8455, -3.4485], [1.9236, 0.2782, -1.6267]], "forces_ev_per_angstrom": [[0.1, 0.0, 0.4], [0.0, 0.1, -0.1], [0.0, 0.0, 0.1], [0.0, 0.0, 0.0], [0.0, 0.0, 0.0], [0.0, 0.0, 0.0], [0.0, 0.0, 0.0], [0.0, 0.0, -0.1], [0.1, 0.1, -0.1], [0.0, 0.0, 0.0], [0.0, 0.0, 0.0], [0.0, 0.0, 0.0], [0.0, 0.0, 0.0], [0.0, 0.0, -0.2], [0.0, 0.0, 0.5], [0.0, 0.0, -0.1], [0.0, 0.0, 0.0], [0.0, 0.0, 0.0], [0.1, 0.0, 0.0], [0.0, 0.0, -0.1], [0.0, 0.1, 0.0], [0.0, 0.0, 0.0], [0.0, 0.0, 0.0], [0.0, 0.0, 0.0], [0.0, 0.0, 0.0], [0.0, 0.0, -0.1], [0.0, 0.0, 0.0], [0.0, 0.0, 0.0], [-0.1, 0.1, 0.0], [-0.1, 0.0, 0.0], [0.0, 0.0, 0.1], [0.0, 0.0, 0.0], [0.0, 0.0, 0.0], [0.0, 0.0, 0.0], [0.0, 0.0, 0.0], [-0.2, 0.0, 0.1], [0.1, 0.0, -0.4], [0.0, 0.0, 0.0], [0.0, 0.0, 0.0], [0.0, 0.0, 0.0], [0.0, 0.0, 0.0], [0.0, 0.0, 0.0], [-0.1, -0.2, 0.1], [0.0, 0.0, 0.0], [0.0, 0.0, 0.0], [0.0, 0.0, 0.0], [0.0, 0.0, 0.0], [0.0, 0.0, 0.0], [0.0, 0.0, -0.1], [0.0, 0.0, 0.0], [0.0, 0.0, 0.0], [0.0, 0.0, 0.0], [0.0, 0.0, 0.0], [0.1, 0.0, 0.0]], "de_lowest_kcal_mol": 12.7, "orbital_gap_ev": 5.25, "charge": -2, "homo_ha": -0.0392, "spin_multiplicity": 1, "lumo_ev": 4.182}

---

{"formula": "C23H14ClCoN2O3S", "method": "ωB97M-V with the def2-TZVPD basis set", "symbols": ["Co", "Cl", "C", "C", "C", "C", "O", "C", "C", "N", "C", "C", "C", "C", "C", "C", "C", "C", "N", "C", "C", "H", "H", "H", "H", "H", "H", "H", "H", "H", "H", "O", "C", "O", "C", "C", "C", "C", "C", "C", "S", "H", "H", "H", "H"], "coordinates": [[0.4400, -1.0517, -0.3590], [-5.2345, -2.5114, 3.6672], [-3.9376, -2.4292, 2.5128], [-4.1538, -2.8825, 1.2001], [-3.1471, -2.8281, 0.2742], [-1.8863, -2.2828, 0.6008], [-0.9514, -2.2362, -0.2914], [-1.6851, -1.8128, 1.9300], [-0.4710, -1.1929, 2.3198], [0.5463, -0.9802, 1.5467], [1.6696, -0.2426, 1.9961], [1.9488, 0.1869, 3.2667], [3.1021, 0.9559, 3.5184], [3.9818, 1.2802, 2.5246], [3.7401, 0.8332, 1.2070], [4.5829, 1.0890, 0.1009], [4.2512, 0.6004, -1.1303], [3.0672, -0.1410, -1.2882], [2.2609, -0.3782, -0.2826], [2.5805, 0.0824, 0.9599], [-2.7282, -1.9191, 2.8766], [-5.1268, -3.2668, 0.9241], [-3.2972, -3.1819, -0.7367], [-0.4274, -0.8205, 3.3412], [1.2963, -0.0549, 4.0944], [3.2938, 1.2980, 4.5267], [4.8614, 1.8750, 2.7336], [5.4893, 1.6650, 0.2414], [4.8803, 0.7830, -1.9894], [2.7649, -0.5413, -2.2483], [-2.5649, -1.5813, 3.8929], [0.3237, -0.7105, -4.3578], [0.0232, -0.3488, -3.2347], [0.4413, -0.9542, -2.1730], [-0.8490, 0.8661, -3.0456], [-1.3605, 1.4392, -4.2108], [-2.1939, 2.5386, -4.1780], [-2.5399, 3.0870, -2.9488], [-2.0372, 2.5398, -1.7853], [-1.1818, 1.4307, -1.8128], [-0.6231, 0.9411, -0.2171], [-1.0727, 0.9843, -5.1486], [-2.5731, 2.9670, -5.0964], [-3.2026, 3.9417, -2.8976], [-2.3003, 2.9643, -0.8234]], "forces_ev_per_angstrom": [[-0.5, 1.1, 0.3], [0.0, 0.0, 0.0], [-0.1, 0.0, 0.0], [0.1, 0.0, 0.0], [-0.1, -0.1, 0.0], [0.3, 0.1, 0.3], [-0.6, 0.1, -0.5], [-0.2, -0.1, -0.2], [0.0, 0.0, 0.1], [0.1, 0.1, 0.1], [0.2, 0.1, 0.0], [-0.1, -0.1, 0.0], [0.1, 0.1, 0.1], [0.0, 0.0, 0.0], [-0.1, -0.1, 0.0], [0.0, 0.0, -0.1], [0.2, 0.0, 0.1], [0.0, 0.0, -0.1], [-0.1, 0.6, 0.0], [0.0, -0.1, 0.0], [0.1, 0.1, 0.1], [0.0, 0.0, 0.0], [0.0, 0.0, 0.0], [0.0, -0.2, 0.1], [0.0, 0.0, 0.0], [0.0, 0.0, 0.0], [0.0, 0.0, 0.0], [0.0, 0.0, 0.0], [0.0, 0.0, 0.0], [-0.1, 0.1, 0.0], [0.0, 0.0, 0.0], [0.1, 0.0, 0.0], [-0.2, 0.3, 0.1], [0.6, -0.9, -0.4], [-0.1, 0.0, 0.0], [0.0, 0.0, 0.0], [0.0, 0.0, 0.0], [0.0, 0.0, 0.0], [0.0, 0.0, 0.1], [0.0, -0.1, -0.1], [0.6, -1.0, 0.1], [0.0, 0.0, 0.0], [0.0, 0.0, 0.0], [0.0, 0.0, 0.0], [0.0, 0.0, 0.0]], "de_lowest_kcal_mol": 5.7, "orbital_gap_ev": [6.31, 6.30], "homo_ha": [-0.2839, -0.2838], "spin_multiplicity": 1, "lumo_ev": [-1.416, -1.420]}

---

What are the E_tot values for these records? In order: -1874.52579; -5592.48698; -3461.31541 hartree.